Arrangement P

C28H35F21O14 | ωB97M-V with the def2-TZVPD basis set

Computed properties:
E_HOMO = -10.973 eV
orbital gap = 11.089 eV

ORCA input file:
```
! RIJCOSX wB97M-V def2-TZVPD def2/J DEFGRID3
* xyz 0 1
H 1.276 1.391 -6.370
O 5.003 0.284 2.968
H 3.537 4.883 1.274
H -1.519 1.225 1.631
F -6.218 3.942 1.167
C -3.066 -2.023 -1.571
H 0.767 5.648 0.719
H 1.793 0.162 3.690
H 3.671 1.360 4.047
C -1.679 -6.954 5.191
H 0.108 -1.577 -5.580
C 1.587 -2.361 -0.899
F 2.626 3.606 -2.951
H 1.391 3.969 0.459
F 1.073 -3.210 3.722
H -2.580 -4.994 5.657
C -0.270 5.252 -1.465
F 0.557 -3.583 -10.040
F 7.231 -0.697 2.504
H 0.251 1.498 1.599
H 2.326 -0.818 2.296
O 0.198 2.318 -2.851
O -0.737 -2.365 -1.538
F -1.619 5.078 -3.280
H -0.861 -0.570 -6.361
F 8.013 -0.335 4.448
C -4.966 3.866 1.472
F 0.775 -1.450 -10.352
C 2.525 2.406 -2.281
C 3.087 5.236 0.215
C 5.667 -0.023 4.108
H -6.506 0.240 4.302
F 3.181 2.407 -1.081
F 0.496 5.627 -3.611
O 5.224 0.096 5.267
H -1.083 0.670 -1.078
F -4.793 4.561 2.627
F 6.760 -2.053 4.092
C -0.514 1.308 -0.331
H 1.369 -2.789 0.159
C 3.711 0.758 3.176
H -5.096 0.254 4.959
O -1.070 4.905 -0.632
O -1.273 -4.738 4.056
H -5.705 -1.313 4.112
C -5.581 -0.212 4.128
H -1.028 -6.777 5.900
O -5.065 1.641 2.667
C 1.249 0.332 -5.799
H -1.061 2.190 -0.162
O 0.823 -1.252 -7.438
O 0.843 1.473 -0.771
C 2.677 -0.323 3.245
C -4.378 2.368 1.678
H 1.285 0.439 -4.728
C 1.080 2.058 -2.023
C 1.586 5.023 0.105
C -2.211 -5.489 4.809
H -3.793 0.008 3.225
O -2.460 -2.762 4.435
O -2.271 -4.108 -2.091
F -0.292 -2.524 2.107
H 3.464 1.253 2.234
C -0.615 5.792 -2.788
H -2.570 -7.546 5.609
H -0.480 -0.048 1.164
C -4.837 0.284 2.839
F -2.895 -1.322 -0.389
C -0.181 -2.607 3.458
F -0.889 7.182 -2.763
H 2.510 -2.667 -1.068
C -0.605 0.971 1.170
H 3.614 4.977 -0.549
H 0.645 -2.962 -2.833
C 0.443 -3.169 -1.794
H -3.175 -5.520 4.401
O -0.711 -2.884 -7.716
C 0.227 -0.753 -6.335
H 3.212 6.211 0.445
C 6.944 -0.812 3.783
O -3.673 2.015 0.761
H 3.276 -1.339 3.790
C 0.274 -2.229 -8.128
C -1.985 -2.993 -1.779
H -5.041 -0.436 2.042
H -1.389 -7.522 4.210
F 3.165 1.536 -3.018
F -0.149 -1.424 4.025
C 0.994 -2.506 -9.532
F -4.353 -2.497 -1.616
H 2.297 0.166 -5.856
F 2.233 -2.558 -9.319
H 0.280 -4.243 -1.319
O 1.202 5.381 -1.211
F -3.036 -0.971 -2.584
F -4.288 4.549 0.587
C -1.500 -3.330 3.997
H 1.561 -1.189 -0.832
*
```

---

Arrangement Q

C28H35F21O14 | ωB97M-V with the def2-TZVPD basis set

Computed properties:
E_HOMO = -10.924 eV
orbital gap = 11.236 eV

ORCA input file:
```
! RIJCOSX wB97M-V def2-TZVPD def2/J DEFGRID3
* xyz 0 1
O -3.647 7.067 -2.113
H -7.323 6.336 -3.136
H -6.483 8.697 -3.709
O 4.459 -1.533 2.830
H 1.627 6.141 -2.631
H -3.801 -5.369 0.557
H 2.046 -2.086 1.975
F 0.120 -3.990 -2.392
C 0.787 4.607 -4.032
F 0.369 -8.164 3.377
C 1.083 -2.751 -4.184
C -0.897 -8.126 3.038
H -1.195 2.388 -1.860
F -3.231 6.109 0.478
H 0.308 -4.275 -7.556
C 1.599 -2.509 5.303
C -0.062 0.411 5.174
C -3.058 -5.106 2.644
C -0.058 -2.844 -3.085
F -0.934 -8.220 1.739
H -5.695 8.796 -2.354
F -4.453 4.220 -0.160
O 0.701 -3.126 -5.367
H -7.528 8.540 -2.219
C -4.352 6.239 -1.545
H 0.481 5.284 -4.829
H 0.462 2.517 -1.611
F 4.399 1.207 4.883
F 0.209 -0.486 1.412
C 0.691 -3.280 -7.779
O 5.349 0.623 2.246
O 1.039 -2.893 4.315
H 1.261 3.732 -4.476
C 5.006 -0.249 3.107
H -0.801 -0.389 5.117
F -0.078 -1.842 -2.189
H -0.321 1.314 4.621
C 1.477 -2.846 -6.527
C -3.666 5.302 -0.497
O -5.676 6.064 -1.824
H -0.909 0.518 -3.528
F 6.427 0.473 4.815
H -2.514 -4.401 3.272
O -1.664 -6.481 4.740
C 2.998 3.284 -0.053
O -2.527 0.397 -0.565
F -1.689 0.112 2.135
C 2.225 -3.385 6.376
C -1.353 0.261 -0.179
F 2.551 3.204 1.191
F -1.609 -9.203 3.437
C 5.176 0.156 4.621
F -2.551 4.791 -1.022
C -0.292 1.778 -1.883
C -3.422 -4.597 1.226
C 4.177 -1.926 1.493
F 3.444 -2.956 6.713
H -4.168 -3.806 1.305
H 1.295 -3.343 -8.684
H -3.963 -5.559 3.048
H 1.122 -0.733 3.753
F 2.285 -4.628 5.948
H 1.847 -1.827 -6.638
C 2.264 4.352 -0.870
O 2.260 4.118 -2.135
H -2.591 -4.117 0.709
H 2.894 -3.603 2.018
C -6.378 6.818 -2.887
H -5.907 6.619 -3.850
H 2.506 -2.859 0.461
H 4.094 -1.085 0.805
F 2.889 2.055 -0.537
F -1.194 -3.011 -3.726
O 2.279 -2.388 -3.917
O 1.711 -1.135 5.637
F 4.280 3.676 0.042
C 1.235 -0.168 4.678
C 1.877 5.170 -3.058
H 2.009 0.545 4.395
C 2.833 -2.657 1.481
F 4.732 -0.832 5.472
F 1.450 -3.495 7.435
H -0.079 1.922 -3.973
C -1.569 -6.756 3.546
H 0.176 0.765 6.177
O -0.235 0.806 -0.862
O 1.652 5.181 -0.234
O -2.203 -6.182 2.517
C -6.588 8.280 -2.707
C -1.045 -0.422 1.103
H 2.809 5.282 -3.612
C -0.034 1.107 -3.251
H 0.033 -2.459 -8.065
H 5.016 -2.592 1.291
H -0.044 4.293 -3.400
H 2.313 -3.546 -6.514
F -1.366 -1.755 0.915
H 0.821 0.438 -3.346
*
```

---

Top of the stability list: arrangement Q, leading by 131.0 kcal/mol.